Formula: C3H2FeO3
Source: the Open Molecules 2025 dataset
Level of theory: ωB97M-V with the def2-TZVPD basis set

Its HOMO energy (spin up / spin down) is -14.2 / -15.4 eV. The calculation puts the HOMO-LUMO gap (spin up / spin down) at 0.338 / 0.320 hartree. The net charge is +1. As for the spin multiplicity: 6.

Last column: Mulliken charge in e.
Geometry (Å):
O (1.07244, -1.26481, 0.42318)  -0.624
C (-2.09294, 1.44021, 2.26853)  0.251
C (1.25935, -0.56709, -0.71971)  0.193
O (-1.64745, 0.38256, 2.24203)  -0.113
O (-0.90714, 0.34959, -0.58419)  -0.579
C (0.31190, 0.28263, -1.18432)  0.180
Fe (-0.71301, -0.88000, 0.83757)  0.936
H (2.22693, -0.66494, -1.22702)  0.384
H (0.48991, 0.92185, -2.05608)  0.371